# 1
Formula: H24Na2O16S
Source: the OMol25 dataset
Level of theory: the ωB97M-V functional and the def2-TZVPD basis

Structure (XYZ):
```
43
H24Na2O16S (the ωB97M-V functional and the def2-TZVPD basis)
Na -4.34264 -2.10318 -2.40949
Na -0.51767 -0.95950 -4.48796
S -0.42477 -0.10622 -0.21367
O 0.72052 -0.26325 -1.08732
O -1.07147 1.21570 -0.43301
O -1.44364 -1.12960 -0.59417
O 0.09000 -0.31266 1.14127
O 0.49106 0.14192 4.91993
H 0.36610 -0.08925 3.99951
H 1.29729 -0.30774 5.17299
O -4.15347 2.66460 -1.69787
H -3.33581 2.30913 -1.34958
H -4.26835 2.22244 -2.53902
O 5.19809 -0.84402 0.49553
H 4.57473 -1.18110 -0.14792
H 4.65694 -0.37692 1.13208
O -2.47476 -2.04131 3.07679
H -2.47038 -1.39098 3.77913
H -1.76537 -1.77010 2.49419
O -1.27336 -4.55210 0.00352
H -1.31506 -3.63158 -0.25556
H -1.09597 -4.52895 0.94386
O 0.05755 4.46790 0.72837
H -0.44865 5.14329 0.27689
H -0.17469 3.65439 0.28060
O 1.83107 -3.73699 1.45808
H 1.63192 -2.80534 1.36532
H 2.29704 -3.96407 0.65338
O 2.52725 2.19764 1.76717
H 1.84365 1.55028 1.93992
H 2.10204 2.85433 1.21565
O 3.24287 1.96017 -2.39717
H 2.64881 1.39222 -1.90649
H 3.16490 1.66297 -3.30371
O 3.36975 -2.78544 -2.00951
H 2.97689 -1.92507 -2.15664
H 2.63557 -3.39713 -2.06479
O -5.33574 -0.04869 0.16557
H -4.73746 0.67870 -0.00530
H -4.92331 -0.53621 0.87865
O -0.54509 3.58188 -3.29289
H -0.29554 3.02548 -2.55508
H -1.31090 4.06431 -2.98140
```

Computed properties:
* ΔE to the lowest compared entry with this formula, charge and spin: 6.6825 eV
* gap between HOMO and LUMO: 3.837 eV
* net charge: 0
* DFT total energy: -1940.96301 Ha
* lowest unoccupied orbital energy: -4.013 eV

# 2
Formula: CH3F2OP
Source: the OMol25 dataset
Level of theory: the ωB97M-V functional and the def2-TZVPD basis

Structure (XYZ):
```
8
CH3F2OP (the ωB97M-V functional and the def2-TZVPD basis)
F -1.61667 -0.50221 -1.15950
C -1.59981 -0.21088 0.24862
F -0.58870 0.57512 0.49358
H -1.44353 -1.13951 0.77227
H -2.64091 0.23473 0.36069
O 3.45926 1.26592 0.03242
P 2.39138 0.58432 -0.65789
H 2.03898 -0.80747 -0.09018
```

Computed properties:
* ΔE to the lowest compared entry with this formula, charge and spin: 3.6085 eV
* structure (SMILES): FCF.O=P
* gap between HOMO and LUMO: 8.709 eV
* net charge: 0
* DFT total energy: -656.17006 Ha
* lowest unoccupied orbital energy: -0.759 eV

# 3
Formula: C5H11P
Source: the OMol25 dataset
Level of theory: the ωB97M-V functional and the def2-TZVPD basis

Structure (XYZ):
```
17
C5H11P (the ωB97M-V functional and the def2-TZVPD basis)
C 2.64257 1.08570 -0.15144
P 0.66856 0.15708 0.19637
C 0.69386 -1.63466 -0.26192
C -0.59279 0.65294 -1.01938
C -1.78885 0.46887 -0.03258
C -0.90878 0.23902 1.19534
H 3.08819 0.67134 0.72468
H 2.14750 2.01630 0.06401
H 1.36390 -1.93306 -1.18470
H 0.98325 -2.19744 0.68220
H -0.35654 -1.83271 -0.60261
H -0.50307 -0.12900 -1.78038
H -0.37836 1.65364 -1.58856
H -2.25415 1.49457 -0.06400
H -2.39936 -0.33678 -0.37538
H -1.02736 0.87020 2.15632
H -1.10902 -0.78234 1.36542
```

Computed properties:
* ΔE to the lowest compared entry with this formula, charge and spin: 4.0465 eV
* structure (SMILES): C=P1(C)CCC1
* gap between HOMO and LUMO: 8.493 eV
* net charge: 0
* DFT total energy: -538.27747 Ha
* lowest unoccupied orbital energy: 0.724 eV

# 4
Formula: C22H32BrN5O3PPt
Source: the OMol25 dataset
Level of theory: the ωB97M-V functional and the def2-TZVPD basis

Structure (XYZ):
```
65
C22H32BrN5O3PPt (the ωB97M-V functional and the def2-TZVPD basis)
Pt 0.91733 -0.21402 0.56725
O 4.74225 -3.07456 2.73702
C 4.70397 -3.16600 1.36363
C 5.29239 -4.21190 0.67376
C 5.18120 -4.26145 -0.70885
C 4.48633 -3.27499 -1.39037
C 3.90985 -2.22653 -0.68541
C 4.01427 -2.15790 0.69434
C 3.40265 -1.02235 1.50086
O 2.86221 -0.03091 0.68288
N 2.36838 -1.55088 2.42466
N 1.12655 -1.62217 1.89896
C 0.15058 -2.25024 2.45062
C -1.21779 -2.05008 2.00234
Br -1.37642 -1.09773 0.32550
C -2.31998 -2.43247 2.63304
C -3.69780 -2.19092 2.14852
C -4.46719 -1.17875 2.71614
C -5.75038 -0.93995 2.24920
C -6.27363 -1.71388 1.22227
C -5.51211 -2.72831 0.66126
C -4.22571 -2.96846 1.12208
H 5.33026 -3.74953 3.09256
H 5.83194 -4.98320 1.21179
H 5.64282 -5.07635 -1.25018
H 4.40356 -3.31455 -2.46781
H 3.39168 -1.42887 -1.20021
H 4.16306 -0.59317 2.16036
H 2.64335 -2.28579 3.06638
H 0.32323 -2.86540 3.32716
H -2.18424 -2.95609 3.57616
H -4.05959 -0.57871 3.52041
H -6.34516 -0.15238 2.69230
H -7.27799 -1.53053 0.86473
H -5.91988 -3.33801 -0.13385
H -3.63086 -3.76291 0.68799
C -2.71275 2.22453 -1.06702
N -1.48526 2.87867 -0.62164
C -1.47678 3.16695 0.81467
P -0.02201 2.49909 -1.28799
O 0.80874 1.57552 -0.42257
N 0.75304 3.92421 -1.47641
C 2.18067 3.86151 -1.78664
C 0.28979 5.22539 -1.01801
N -0.24981 1.83159 -2.76295
C 0.03235 0.42176 -2.99876
C -0.81889 2.58797 -3.86821
H -3.56067 2.78591 -0.67381
H -2.79968 1.19498 -0.70589
H -2.78519 2.22919 -2.15109
H -2.26796 3.88047 1.04886
H -0.52289 3.59864 1.11359
H -1.63359 2.25668 1.40254
H 2.43317 2.89427 -2.21822
H 2.78700 4.00190 -0.88894
H 2.42755 4.63933 -2.51040
H -0.78736 5.21731 -0.88058
H 0.53654 5.97641 -1.77052
H 0.77125 5.51384 -0.07879
H 0.62976 0.10679 -2.15030
H 0.62716 0.29866 -3.90571
H -0.88266 -0.17033 -3.09371
H -1.05926 3.60120 -3.55074
H -1.73257 2.11078 -4.23209
H -0.10889 2.64674 -4.69616
```

Computed properties:
* ΔE to the lowest compared entry with this formula, charge and spin: 0.7520 eV
* gap between HOMO and LUMO: 7.985 eV
* net charge: +1
* DFT total energy: -4391.50189 Ha
* lowest unoccupied orbital energy: -2.882 eV

no.,maximum force (Eh/bohr)
1,0.065
2,0.076
3,0.083
4,0.014